# 1
Computed, not measured: a molecular structure, C26H42Cl34N2OS at a distorted geometry, with the ωB97M-V functional and the def2-TZVPD basis.

Computed properties:
**E_tot**: -469252.0995 eV
**Total charge**: 0
**HOMO level**: -7.8374 eV
**Orbital gap**: 6.4 eV

Atoms and positions in Å:
1 C 3.770642 -1.271719 -2.376753
2 C 2.284725 -1.699884 -2.936803
3 C 1.333553 -0.530990 -3.605527
4 C -0.170416 -0.911303 -4.134756
5 C -1.152956 -0.442958 -2.721987
6 C -2.816739 -0.118732 -3.097535
7 O -1.692324 1.024226 -2.731450
8 C 1.790450 1.059989 -3.767161
9 N 0.894768 2.122124 -4.385672
10 S 1.963464 3.535130 -4.206958
11 N 3.449554 2.909767 -3.448894
12 C 3.280622 1.427502 -3.191037
13 C 4.262662 0.306902 -2.503101
14 H 4.432595 -2.124307 -1.892037
15 H 1.870156 -2.809877 -2.861792
16 H -0.369385 -2.053431 -4.297480
17 H -0.560006 -0.213165 -4.989269
18 H -0.903258 -1.007246 -1.629703
19 H -3.074533 0.522041 -4.041673
20 H -3.265720 -0.019281 -2.021657
21 H 5.309124 0.641453 -2.088005
22 C 1.494516 0.926618 0.192895
23 Cl 2.486934 0.267683 -1.113182
24 Cl 2.384351 2.143660 1.115931
25 H 0.602005 1.388105 -0.236578
26 H 1.203594 0.114205 0.863231
27 C 3.612486 1.407749 -7.393918
28 Cl 5.147320 2.041492 -8.000202
29 Cl 3.717963 -0.330339 -7.089100
30 H 3.360569 1.917932 -6.461049
31 H 2.833061 1.591899 -8.137279
32 C -1.505484 -1.657625 2.202449
33 Cl -0.513066 -2.316560 0.896372
34 Cl -0.615649 -0.440584 3.125484
35 H -2.397995 -1.196139 1.772976
36 H -1.796406 -2.470038 2.872784
37 C 6.944683 -1.078581 -8.396082
38 Cl 6.747676 -2.740390 -8.965734
39 Cl 8.348398 -0.933319 -7.331435
40 H 7.082199 -0.421019 -9.257879
41 H 6.048444 -0.782634 -7.845472
42 C 1.672551 -5.806719 -1.944995
43 Cl 2.405881 -4.924801 -3.290125
44 Cl 0.423740 -4.837132 -1.154197
45 H 1.221139 -6.725904 -2.326201
46 H 2.448089 -6.051633 -1.215230
47 C 2.112486 -1.074192 5.999285
48 Cl 3.647320 -0.440448 5.393002
49 Cl 2.217963 -2.812280 6.304103
50 H 1.860569 -0.564009 6.932154
51 H 1.333061 -0.890042 5.255925
52 C 4.634866 -3.940390 8.781367
53 Cl 5.481339 -2.784277 9.816651
54 Cl 3.780426 -5.150836 9.745598
55 H 3.911640 -3.402031 8.164028
56 H 5.363129 -4.444615 8.141531
57 C -1.541834 -5.915792 2.129135
58 Cl -2.835185 -5.063205 2.980759
59 Cl -1.916990 -7.635012 1.960232
60 H -1.421890 -5.478456 1.134980
61 H -0.612702 -5.808254 2.694068
62 C -1.153928 3.102077 3.374246
63 Cl -0.460920 3.884748 4.799760
64 Cl -0.658898 3.927626 1.891545
65 H -0.811073 2.065278 3.335637
66 H -2.243782 3.127749 3.448807
67 C -5.617340 0.928924 -5.986834
68 Cl -6.407007 -0.416909 -5.156120
69 Cl -4.132544 0.399410 -6.786823
70 H -6.300681 1.334079 -6.737092
71 H -5.371029 1.702883 -5.255864
72 C 7.639368 -1.140319 4.189657
73 Cl 6.894705 0.408285 4.604662
74 Cl 6.412707 -2.385691 3.926332
75 H 8.225697 -1.019518 3.275536
76 H 8.292489 -1.451790 5.008449
77 C 0.931264 7.310502 1.763134
78 Cl 1.664594 8.192420 0.418005
79 Cl -0.317547 8.280089 2.553932
80 H 0.479852 6.391316 1.381928
81 H 1.706802 7.065588 2.492900
82 C -6.460632 -1.018974 -9.804105
83 Cl -7.205295 0.529630 -9.389100
84 Cl -7.687293 -2.264346 -10.067430
85 H -5.874303 -0.898173 -10.718227
86 H -5.807511 -1.330445 -8.985314
87 C -0.809087 5.441301 8.679502
88 Cl 0.725747 6.075044 8.073219
89 Cl -0.703611 3.703213 8.984320
90 H -1.061004 5.951483 9.612371
91 H -1.588512 5.625451 7.936142
92 C -2.538913 0.210633 8.081198
93 Cl -3.328580 -1.135200 8.911911
94 Cl -1.054117 -0.318881 7.281208
95 H -3.222254 0.615788 7.330939
96 H -2.292602 0.984592 8.812167
97 C -3.540919 3.536374 6.597215
98 Cl -4.285581 5.084978 7.012219
99 Cl -4.767580 2.291002 6.333890
100 H -2.954589 3.657175 5.683093
101 H -2.887798 3.224903 7.416006
102 C -10.249022 -1.277605 -5.100856
103 Cl -9.515693 -0.395687 -6.445985
104 Cl -11.497833 -0.308018 -4.310058
105 H -10.700435 -2.196790 -5.482062
106 H -9.473484 -1.522519 -4.371091

Forces on atoms 1 to 3 (eV/Å):
-0.85 2.82 -2.81
-0.39 4.54 -1.93
1.94 -1.81 0.14



# 2
Computed, not measured: a molecular structure, C26H42Cl3FeN4O4Si at a distorted geometry, with the ωB97M-V functional and the def2-TZVPD basis.

Computed properties:
**Energy above the lowest of the compared OMol25 structures with the same formula, charge and spin**: 23.4 kJ/mol
**Spin multiplicity**: 6
**E_tot**: -121630.9850 eV
**Total charge**: 0
**HOMO level (alpha / beta)**: -8.8257 / -8.8257 eV
**Orbital gap (alpha / beta)**: 8.2 / 7.2 eV

Atoms and positions in Å:
1 C 2.555468 -2.418747 -7.308294
2 C 1.984601 -1.587221 -8.413524
3 H 2.447516 -3.481790 -7.544946
4 H 2.041660 -2.185210 -6.369761
5 H 3.627627 -2.233006 -7.151230
6 C 1.805247 -2.038021 -9.665721
7 C 2.128611 -3.424350 -10.115855
8 H 1.433193 -1.373604 -10.450192
9 H 1.717483 -4.180838 -9.426642
10 H 3.215196 -3.614291 -10.204411
11 H 1.652821 -3.583182 -11.096514
12 Fe 0.688706 0.043379 -0.516706
13 Cl 2.190002 1.613629 -0.926372
14 Cl -1.194728 0.009129 -1.640463
15 C -0.631460 3.278508 -1.285512
16 O -1.518864 3.060620 -0.457878
17 N -0.838773 3.621363 -2.578173
18 C -2.210121 3.882260 -2.975848
19 C 0.231244 4.196575 -3.393763
20 H 0.447598 3.191530 -1.039435
21 H -2.847572 3.358681 -2.254838
22 H -2.399137 3.515423 -3.991344
23 H -2.411042 4.963037 -2.934227
24 H 1.215273 3.942799 -2.970702
25 H 0.140113 5.296038 -3.423178
26 H 0.189729 3.822560 -4.426653
27 H 0.265181 -4.378807 -1.406977
28 H -0.923897 -3.148573 -3.331575
29 C -0.749134 -4.636327 -1.075522
30 C -1.883826 -3.342250 -2.835119
31 N -1.684661 -3.588654 -1.424595
32 H -0.748610 -4.765071 0.017764
33 C -2.405524 -2.951346 -0.462959
34 O -3.002044 -1.885158 -0.596831
35 H -2.572480 -2.505780 -2.971195
36 H -2.426259 -3.500140 0.507275
37 H -1.046158 -5.578064 -1.562333
38 H -2.312496 -4.246144 -3.289773
39 O 0.495191 -0.357503 -7.051139
40 C 1.531704 -0.197487 -8.010630
41 C -0.140505 0.506713 -9.790999
42 C 1.084096 0.704103 -9.152997
43 H -0.791193 -0.297923 -9.448312
44 C -0.493845 1.304626 -10.882493
45 H 2.412053 0.235103 -7.504558
46 C 1.921560 1.761402 -9.530070
47 H -1.436945 1.098410 -11.389580
48 C 0.385990 2.291245 -11.328427
49 C 1.593187 2.525701 -10.651426
50 H 2.839293 1.906133 -8.956046
51 H 0.146996 2.842518 -12.236392
52 H 2.311313 3.260411 -11.007919
53 Si -0.647011 0.652277 -6.375332
54 Cl 1.517551 -1.985127 -0.792549
55 C -2.360585 0.139193 -6.947182
56 C -0.317485 2.475179 -6.699348
57 C -0.535268 0.316148 -4.557387
58 H -2.564143 0.437098 -7.987049
59 H -3.105375 0.627686 -6.293161
60 H -2.473039 -0.955781 -6.867502
61 H -0.566872 -0.759121 -4.350318
62 H -1.398773 0.781468 -4.060841
63 H 0.370968 0.724534 -4.097643
64 H -0.186199 2.705700 -7.762075
65 H 0.590035 2.790817 -6.171934
66 H -1.181421 3.045600 -6.332239
67 N -3.010545 0.525382 5.877764
68 C -2.739916 1.417905 4.873834
69 O -3.228707 2.546453 4.861946
70 C -1.845023 0.960190 3.740459
71 C -1.517811 -0.367810 3.386879
72 C -0.797886 -0.621804 2.220675
73 N -0.312681 0.378982 1.440102
74 C -0.615656 1.647706 1.787754
75 C -1.356193 1.971801 2.903380
76 H -3.518794 0.880321 6.677801
77 H -2.453359 -0.309092 5.994660
78 H -1.804553 -1.239369 3.973900
79 H -0.616770 -1.644434 1.880638
80 H -0.271618 2.441423 1.142620
81 H -1.530448 3.029869 3.084960

Forces on atoms 1 to 3 (eV/Å):
-0.02 -0.16 0.14
-0.60 0.02 -1.12
0.01 0.15 0.24